This record from the OMol25 dataset describes a structure of composition C51H42ClN6O2RhSb at a distorted geometry. The level of theory is the ωB97M-V functional and the def2-TZVPD basis.

Results
- Charge: +1
- Gap between HOMO and LUMO (spin up / spin down): 5.79 / 5.79 eV
- Energy above the lowest of the compared OMol25 structures with the same formula, charge and spin: 76.9 kJ/mol

Last column: Mulliken charge in e.
Geometry (Å):
Rh1 -0.11249 -0.80349 -1.18448  0.281
C1 -2.80170 -3.53780 0.74185  -1.702
C2 -4.08380 -3.01956 0.50685  -0.771
C3 -4.21625 -1.96712 -0.34984  -0.744
C4 -3.07764 -1.41145 -0.99965  0.072
N1 -1.82134 -1.84041 -0.64290  1.389
C5 -1.72917 -2.89910 0.17371  -1.380
N2 -3.30653 -0.56421 -1.98096  -0.563
C6 -2.45055 0.06917 -2.74698  -0.413
N3 -1.08604 0.10282 -2.58727  0.482
C7 -0.55324 1.02404 -3.45669  -0.430
N4 0.67268 1.48989 -3.43864  -0.351
C8 1.68801 1.13498 -2.67284  -0.202
C9 2.87870 1.90353 -2.79122  -0.566
C10 4.02070 1.51322 -2.15656  -0.674
C11 4.00394 0.31865 -1.42149  -1.178
C12 2.81229 -0.34557 -1.28342  -0.927
N5 1.65870 0.05411 -1.83184  1.922
C13 -1.59190 1.47468 -4.33382  0.141
C14 -1.58660 2.30856 -5.44843  -0.297
C15 -2.78250 2.50657 -6.10769  -0.659
C16 -3.96756 1.90619 -5.66430  -0.641
C17 -3.99572 1.10080 -4.54403  -0.289
C18 -2.79368 0.87520 -3.87983  0.146
H1 -2.64294 -4.40011 1.36628  0.548
H2 -4.94197 -3.47159 0.97713  0.467
H3 -5.17527 -1.53764 -0.58719  0.610
H4 -0.72915 -3.27404 0.36689  1.404
H5 2.82546 2.79057 -3.40078  0.611
H6 4.92767 2.09137 -2.24110  0.438
H7 4.89650 -0.07021 -0.96342  0.524
H8 2.77822 -1.27787 -0.72366  0.843
H9 -0.67153 2.77121 -5.78252  0.551
H10 -2.81090 3.13555 -6.98532  0.428
H11 -4.87819 2.07777 -6.21802  0.434
H12 -4.91025 0.65135 -4.18928  0.558
Cl1 -1.08174 -6.26025 -3.62593  -0.196
C19 -0.04792 -4.88489 -3.61883  -0.305
C20 0.92291 -4.70683 -4.59691  -0.187
C21 1.71784 -3.57703 -4.51316  -1.052
C22 1.52767 -2.68855 -3.46804  -0.249
N6 0.59919 -2.86160 -2.52947  0.537
C23 -0.17565 -3.93698 -2.60802  -0.364
H13 1.05095 -5.42827 -5.38872  0.477
H14 2.48305 -3.38529 -5.24659  0.478
H15 2.14653 -1.80856 -3.38077  0.417
H16 -0.93115 -4.06804 -1.84615  0.572
C24 4.61030 1.04146 3.64834  -0.728
C25 3.32732 1.42870 3.99335  -0.710
C26 2.23192 0.83258 3.39137  -0.268
C27 2.41887 -0.16307 2.44949  1.003
C28 3.70447 -0.56537 2.11754  -0.338
C29 4.79730 0.03375 2.71814  -0.901
Sb1 0.79848 -1.06332 1.34614  1.845
C30 -1.04504 -1.15613 2.51542  1.497
C31 -2.14642 -0.43416 2.07497  -0.773
C32 -3.36765 -0.58045 2.70916  -1.369
C33 -3.50435 -1.46390 3.76613  -0.995
C34 -2.40981 -2.19129 4.20018  -0.847
C35 -1.18141 -2.03885 3.57682  -0.715
C36 1.52997 -3.04726 1.94451  1.380
C37 1.57132 -4.19056 1.16838  -0.462
C38 2.00050 -5.38797 1.72696  -0.676
C39 2.40854 -5.43714 3.04863  -0.808
C40 2.39841 -4.28375 3.81469  -0.820
C41 1.95726 -3.09558 3.26167  -1.239
H17 5.46272 1.52224 4.10311  0.414
H18 3.17665 2.20206 4.73054  0.469
H19 1.23414 1.14555 3.66371  0.266
H20 3.85947 -1.36902 1.40668  0.581
H21 5.79515 -0.28669 2.45821  0.477
H22 -2.06863 0.23066 1.22497  1.092
H23 -4.21747 -0.01171 2.36492  0.577
H24 -4.46408 -1.58607 4.24525  0.445
H25 -2.50508 -2.87610 5.02982  0.479
H26 -0.34120 -2.63136 3.90675  0.501
H27 1.28323 -4.16838 0.12224  0.168
H28 2.01598 -6.28548 1.12555  0.471
H29 2.74640 -6.36713 3.48109  0.400
H30 2.73354 -4.30129 4.84147  0.461
H31 1.95570 -2.19390 3.85799  0.651
C42 -1.05002 7.42344 2.09120  -1.548
C43 -0.71258 6.03029 1.66212  0.611
C44 -0.03919 5.76910 0.47395  -0.956
C45 0.21553 4.47013 0.06008  0.354
C46 0.96940 4.20125 -1.20126  -0.801
C47 -0.23338 3.40935 0.84907  -0.701
C48 -0.85600 3.64391 2.07468  1.138
C49 -1.29894 2.53472 2.97446  -0.965
C50 -1.09703 4.95474 2.45313  -0.907
C51 0.00407 1.97624 0.39827  1.559
O1 1.09507 1.47876 0.73044  -0.582
O2 -0.89459 1.38828 -0.22364  -0.694
H32 -0.56420 8.16781 1.46461  0.354
H33 -0.77019 7.59528 3.13072  0.369
H34 -2.12954 7.57076 2.01684  0.317
H35 0.29837 6.58891 -0.14411  0.354
H36 1.20142 5.12416 -1.72545  0.378
H37 0.39410 3.55214 -1.85973  -0.010
H38 1.90123 3.68982 -0.96110  0.208
H39 -0.68900 1.64434 2.82890  -0.543
H40 -2.33686 2.26968 2.76745  0.308
H41 -1.23651 2.84147 4.01648  0.555
H42 -1.59531 5.14064 3.39277  0.479

Forces on the atoms, in the same order (eV/Å):
Rh 0.82 0.28 1.52
C -0.21 0.21 -0.22
C 0.52 -0.28 0.10
C 0.49 0.31 -0.33
C 0.80 -1.55 1.48
N -0.90 0.70 -0.36
C 0.14 -0.57 0.35
N -0.22 2.23 -2.53
C 0.11 -1.72 2.21
N -0.77 0.24 -1.79
C 2.30 -0.36 1.48
N -2.73 0.61 -1.70
C 1.35 -0.97 1.33
C -0.54 -0.34 0.03
C 0.03 -0.39 0.20
C -0.18 0.21 -0.19
C 0.65 -0.39 0.37
N -0.36 0.89 -0.45
C -1.90 0.25 -0.88
C 0.36 -0.35 0.65
C -0.56 -0.10 -0.04
C 0.25 0.35 -0.36
C 0.44 -0.33 0.61
C 0.17 1.34 -1.65
H 0.06 -0.07 0.11
H -0.15 0.01 0.06
H -0.07 0.03 -0.14
H -0.07 0.11 0.04
H -0.02 0.03 -0.10
H 0.08 0.06 -0.02
H 0.07 -0.06 0.13
H -0.04 0.18 -0.05
H 0.10 0.04 -0.03
H 0.00 0.03 -0.05
H -0.08 0.05 -0.02
H -0.08 -0.06 0.01
Cl 0.00 0.04 0.01
C 0.29 0.22 0.06
C -0.17 0.08 0.24
C -0.11 -0.08 0.21
C 0.33 0.24 -0.16
N -0.53 1.27 0.56
C -0.37 -0.40 0.06
H -0.04 -0.06 -0.06
H 0.10 0.04 -0.06
H -0.02 0.06 -0.03
H -0.04 0.00 -0.04
C 0.04 0.00 0.01
C -0.03 0.04 0.08
C -0.21 -0.03 0.05
C -0.37 -0.14 -0.43
C -0.12 -0.17 -0.09
C 0.12 0.02 -0.05
Sb 0.40 -1.07 0.67
C 0.66 0.28 -0.38
C -0.04 0.09 -0.09
C -0.03 -0.02 0.00
C -0.06 0.03 0.03
C 0.04 -0.03 0.08
C 0.19 -0.04 0.05
C -0.37 1.01 -0.32
C -0.03 -0.14 -0.10
C 0.00 -0.14 -0.14
C 0.04 -0.06 0.00
C 0.01 0.03 0.15
C 0.13 -0.18 0.20
H 0.08 0.02 0.07
H -0.03 0.09 0.07
H -0.04 0.09 0.01
H 0.05 -0.04 0.01
H 0.10 -0.03 -0.03
H 0.01 0.04 0.08
H -0.12 0.07 -0.06
H -0.08 -0.01 0.08
H -0.02 -0.08 0.05
H -0.01 -0.03 0.07
H -0.03 0.02 -0.04
H 0.03 -0.07 -0.06
H 0.02 -0.09 0.00
H 0.02 -0.06 0.08
H 0.06 -0.01 0.13
C -0.14 0.10 0.01
C 0.03 -0.20 -0.03
C -0.07 -0.06 0.23
C -0.26 -0.14 0.14
C 0.03 -0.08 0.02
C -0.27 0.00 -0.13
C -0.01 0.14 -0.23
C -0.06 -0.08 -0.10
C 0.20 0.15 -0.17
C 1.81 1.30 1.37
O -0.09 -0.31 -0.16
O -0.98 -2.51 -1.74
H 0.04 0.04 0.01
H 0.03 0.04 -0.01
H 0.01 0.10 0.01
H 0.03 0.12 -0.05
H 0.01 0.04 -0.08
H 0.00 -0.01 -0.16
H 0.09 -0.01 -0.05
H -0.08 0.00 0.11
H -0.01 -0.08 0.04
H 0.02 -0.04 0.07
H -0.08 0.05 0.17

---

This record from the OMol25 dataset describes a structure of composition C51H43AsBr2N2O2PReS at a distorted geometry. The level of theory is the ωB97M-V functional and the def2-TZVPD basis.

Results
- Charge: +1
- 2S+1: 2
- Gap between HOMO and LUMO (spin up / spin down): 6.07 / 6.71 eV
- Energy above the lowest of the compared OMol25 structures with the same formula, charge and spin: 60.3 kJ/mol

Last column: Löwdin spin population.
Geometry (Å):
Re1 0.72087 0.33529 -0.07187  0.919
S1 0.18630 0.45913 2.30458  -0.001
C1 -1.44565 -0.10585 2.61371  0.005
C2 -1.79125 -0.38776 3.93518  -0.008
C3 -3.06621 -0.83503 4.23482  0.001
C4 -3.99605 -1.01970 3.22077  -0.011
C5 -3.65075 -0.74669 1.90487  0.001
C6 -2.38663 -0.26883 1.59193  -0.007
As1 -1.81608 0.29438 -0.17087  -0.007
C7 -3.03471 -0.48901 -1.47492  -0.001
C8 -2.58556 -1.22158 -2.56489  0.000
C9 -3.49142 -1.71838 -3.49032  0.000
C10 -4.84865 -1.48735 -3.32849  0.000
C11 -5.29747 -0.72037 -2.26158  0.000
C12 -4.39347 -0.20363 -1.34810  0.000
C13 -2.51702 2.10283 -0.30157  -0.002
C14 -2.49140 2.70650 -1.55611  0.000
C15 -2.96458 3.99676 -1.71643  0.000
C16 -3.48307 4.68479 -0.62515  0.000
C17 -3.51216 4.08292 0.62205  0.000
C18 -3.02139 2.79409 0.78955  -0.001
H1 -1.05207 -0.25525 4.71490  0.001
H2 -3.32737 -1.05074 5.26240  0.000
H3 -4.99277 -1.36708 3.45723  -0.001
H4 -4.36947 -0.92080 1.11570  0.000
H5 -1.52804 -1.38943 -2.70430  0.000
H6 -3.13473 -2.27992 -4.34456  0.000
H7 -5.55374 -1.88971 -4.04368  0.000
H8 -6.35323 -0.50982 -2.15210  0.000
H9 -4.73626 0.44805 -0.55353  0.000
H10 -2.09238 2.16724 -2.40831  0.000
H11 -2.93882 4.46685 -2.69101  0.000
H12 -3.86082 5.69154 -0.75030  0.000
H13 -3.90711 4.62311 1.47266  0.000
H14 -3.02948 2.33624 1.77243  0.000
C19 4.05712 3.69173 2.64544  0.000
C20 3.97990 2.85793 1.40150  0.001
C21 4.91162 2.97850 0.37508  0.002
C22 4.84579 2.11944 -0.70127  0.000
C23 3.82291 1.18905 -0.75035  0.005
Br1 3.90714 -0.13668 -2.09027  0.005
N1 2.85505 1.11805 0.15942  0.015
C24 2.97256 1.93011 1.22850  0.007
H15 5.09052 3.76339 2.98273  0.000
H16 3.45216 3.26735 3.44491  0.000
H17 3.70283 4.70649 2.45350  0.000
H18 5.69418 3.72415 0.43524  0.000
H19 5.57340 2.15435 -1.49801  0.000
H20 2.21958 1.83362 1.99691  0.002
C25 3.95844 -1.48048 1.38857  0.001
C26 3.63652 -2.88186 0.96049  0.000
C27 4.53993 -3.89642 1.27555  0.000
C28 4.28563 -5.21783 0.96251  0.000
C29 3.07960 -5.56200 0.37045  0.000
C30 2.16636 -4.57432 0.05598  -0.001
C31 2.45252 -3.22394 0.29920  -0.003
P1 1.18141 -2.06367 -0.34283  0.001
C32 -0.33545 -2.97847 0.14304  0.001
C33 -1.25554 -3.35625 -0.83323  0.000
C34 -2.44801 -3.97025 -0.48766  0.000
C35 -2.72151 -4.23389 0.84401  0.000
C36 -1.78495 -3.91799 1.81412  0.000
C37 -0.57981 -3.30132 1.49203  0.000
C38 0.44678 -3.11552 2.57580  0.000
C39 1.28495 -2.22732 -2.16196  0.004
C40 1.75001 -3.36086 -2.82888  0.001
C41 1.68755 -3.43778 -4.20941  0.001
C42 1.14793 -2.38687 -4.93719  0.001
C43 0.74427 -1.23544 -4.28484  0.002
C44 0.84702 -1.12247 -2.89879  0.005
C45 0.58822 0.20093 -2.24948  0.045
H21 4.46763 -1.48908 2.35259  0.000
H22 3.05522 -0.88575 1.48620  0.001
H23 4.62316 -0.99886 0.66943  0.000
H24 5.45601 -3.63345 1.79099  0.000
H25 5.01171 -5.98262 1.20461  0.000
H26 2.84349 -6.59727 0.16217  0.000
H27 1.20851 -4.85337 -0.36329  0.000
H28 -1.02021 -3.19290 -1.87566  0.000
H29 -3.15437 -4.24765 -1.25957  0.000
H30 -3.64923 -4.71546 1.12521  0.000
H31 -1.97442 -4.17655 2.84969  0.000
H32 -0.03134 -3.00394 3.54802  0.000
H33 1.07376 -2.24716 2.40005  0.000
H34 1.10108 -3.98974 2.62125  0.000
H35 2.18243 -4.18361 -2.28197  0.000
H36 2.06366 -4.31620 -4.71677  0.000
H37 1.07974 -2.44961 -6.01553  0.000
H38 0.37590 -0.39022 -4.85490  0.000
H39 -0.35795 0.61389 -2.60983  0.004
H40 1.35976 0.91304 -2.57248  0.015
Br2 -0.55116 8.61948 -0.41765  0.000
C46 -0.21701 6.94350 0.39216  0.000
C47 -0.48441 6.76415 1.74330  0.000
N2 -0.28672 5.60217 2.35252  0.000
C48 0.15768 4.57856 1.63584  -0.001
C49 0.45373 4.67187 0.28019  0.000
C50 0.26956 5.88767 -0.35655  0.000
C51 0.93410 3.45776 -0.46612  0.000
O1 1.82328 3.52418 -1.29633  0.000
O2 0.28192 2.38349 -0.12353  0.001
H41 -0.87140 7.57724 2.34642  0.000
H42 0.28869 3.64406 2.17367  -0.001
H43 0.49321 5.99618 -1.40966  0.000

Forces on the atoms, in the same order (eV/Å):
Re -0.08 2.73 1.06
S 0.68 -0.93 -1.34
C -0.36 -0.07 -0.01
C 0.11 0.03 -0.12
C -0.05 -0.04 0.00
C 0.04 -0.01 0.07
C -0.01 0.00 -0.13
C 0.00 -0.04 0.06
As -0.23 -0.12 0.03
C 0.19 0.03 0.06
C 0.03 0.15 0.05
C -0.01 -0.01 -0.07
C 0.03 -0.03 0.02
C -0.07 0.00 -0.02
C 0.11 0.00 0.06
C 0.06 0.03 0.06
C 0.06 -0.07 0.03
C -0.03 0.02 -0.01
C 0.02 0.02 0.00
C 0.02 0.12 0.04
C 0.11 -0.16 0.06
H -0.02 -0.01 0.02
H -0.02 0.01 -0.01
H 0.01 -0.05 -0.03
H -0.03 0.02 0.04
H -0.08 -0.02 -0.04
H 0.02 -0.01 0.01
H -0.01 0.03 0.00
H 0.01 0.01 0.01
H -0.07 -0.02 -0.02
H -0.04 0.03 -0.04
H 0.01 -0.02 0.00
H 0.01 -0.01 0.00
H 0.00 -0.02 0.01
H -0.03 0.02 -0.01
C -0.02 0.09 -0.08
C 0.00 -0.08 0.04
C -0.08 -0.07 -0.06
C 0.06 0.12 0.01
C 0.01 -0.28 -0.08
Br -0.01 0.16 0.05
N -0.41 0.00 0.02
C 0.19 0.23 0.08
H -0.02 0.00 0.07
H 0.01 0.02 0.02
H -0.02 -0.01 0.00
H 0.04 -0.02 -0.02
H 0.01 -0.04 0.01
H -0.06 0.01 -0.03
C 0.06 -0.09 0.03
C -0.07 0.00 -0.06
C 0.00 0.01 0.00
C 0.02 -0.01 0.04
C -0.07 -0.08 -0.03
C 0.07 0.08 0.07
C 0.19 0.18 -0.02
P -0.52 -0.40 -0.30
C 0.01 -0.11 0.06
C 0.14 0.00 0.10
C -0.08 -0.04 -0.04
C -0.04 -0.04 -0.02
C 0.08 0.02 0.03
C 0.02 -0.03 -0.09
C -0.11 0.00 0.02
C 0.00 0.06 -0.02
C -0.06 -0.03 -0.02
C 0.04 -0.06 0.02
C 0.00 0.07 -0.03
C 0.04 0.03 -0.04
C 0.13 -0.11 -0.02
C -0.26 -0.26 0.70
H 0.00 -0.01 0.00
H 0.03 0.02 0.04
H -0.03 0.05 0.01
H 0.00 0.00 -0.01
H -0.01 0.00 0.02
H 0.01 0.00 0.01
H 0.03 -0.03 -0.05
H -0.04 -0.03 0.06
H 0.00 0.01 0.00
H 0.00 0.01 0.00
H -0.02 0.04 0.00
H -0.04 0.03 0.00
H 0.09 0.11 0.10
H 0.01 0.03 0.01
H -0.04 -0.05 0.04
H -0.03 -0.01 0.01
H -0.01 0.00 0.00
H 0.01 0.00 0.00
H 0.03 0.04 0.01
H 0.03 0.09 0.18
Br 0.03 -0.10 0.05
C -0.06 0.05 -0.06
C 0.02 0.00 -0.11
N -0.02 -0.02 0.24
C -0.06 0.07 -0.07
C -0.10 -0.28 0.13
C 0.09 0.05 -0.06
C 0.45 0.48 -0.34
O -0.28 -0.14 0.06
O 0.28 -1.27 -0.43
H 0.02 0.01 -0.04
H -0.03 -0.06 -0.10
H 0.01 0.00 0.00